--- a ---
Density functional theory data (wB97M-V/def2-TZVPD) for 2 unconnected molecules or ions with the total composition C3H3O3S.

The geometry in ORCA input format:
```
! RIJCOSX wB97M-V def2-TZVPD def2/J DEFGRID3
* xyz -1 1
C 1.04 -0.99 -0.04
C 0.32 -0.17 -0.84
C -0.88 0.25 -1.35
O -0.16 -0.42 -2.31
O -2.02 0.66 -1.26
O 1.28 -0.87 1.17
S -0.11 1.64 1.67
H 1.62 -1.77 -0.53
H 0.31 0.40 1.71
H -1.40 1.27 1.78
*
```

Properties
orbital gap	0.2731	hartree
lowest unoccupied orbital energy	3.73	eV
molecular weight	119.12	g mol⁻¹
highest occupied orbital energy	-3.7	eV

--- b ---
Density functional theory data (wB97M-V/def2-TZVPD) for 2 unconnected molecules or ions with the total composition C3H3O3S.

The geometry in ORCA input format:
```
! RIJCOSX wB97M-V def2-TZVPD def2/J DEFGRID3
* xyz -1 1
C -0.92 0.36 -0.79
C -0.25 1.20 -0.01
C -0.25 2.38 0.85
O -1.12 3.07 0.18
O 0.33 2.52 1.89
O -0.51 -0.94 -1.14
S 1.98 -0.19 0.72
H -1.72 0.55 -1.46
H 0.46 -1.03 -0.79
H 1.41 0.78 1.61
*
```

Properties
orbital gap (spin up / spin down)	0.2744 / 0.2744	hartree
lowest unoccupied orbital energy (spin up / spin down)	3.06 / 3.06	eV
molecular weight	119.12	g mol⁻¹
highest occupied orbital energy (spin up / spin down)	-4.4 / -4.4	eV

Quick one: least stable of them? b